The following is a quantum chemistry calculation of a molecular structure, C6H6N2S2, from the OMol25 dataset.

XYZ file:
```
16
Properties=species:S:1:pos:R:3:mulliken_charge:R:1
C 3.2667 -0.7179 0.4498 -0.89
C 0.8024 0.1219 -0.4296 0.29
C 1.4487 1.4857 -0.3085 -0.03
C -0.5108 0.1339 -0.2210 0.76
C -3.2452 -0.7125 -0.0018 -0.85
C -1.3861 1.1829 -0.1595 -0.09
H 2.9967 -0.3486 1.4984 0.28
H 3.8638 -1.6007 0.4161 0.36
H 3.6611 0.0337 -0.1783 0.34
H -3.7468 -1.7034 1.0185 0.27
H -3.1976 0.8092 0.6741 0.34
H -3.8895 -0.8766 -1.4293 0.24
N 1.8086 2.6367 -0.3303 -0.45
N -2.1370 2.0388 -0.1764 -0.44
S 1.8030 -1.2573 -0.5735 -0.07
S -1.5380 -1.2256 -0.2488 -0.06
```

## Properties
Relative energy (zero: lowest compared OMol25 entry of this formula, charge and spin) ... 170.48 kcal/mol
E_LUMO ... -0.78 eV
E ... -30961.429 eV
Maximum force ... 5.88 eV Å⁻¹
HOMO-LUMO gap ... 7.83 eV